a | {
  "formula": "C3H5NO2S",
  "method": "ωB97M-V/def2-TZVPD",
  "orbital_gap_ev": 10.37,
  "homo_energy_ev": -9.96,
  "elements": ["C", "N", "O", "C", "S", "C", "O", "H", "H", "H", "H", "H"],
  "positions_angstrom": [[-2.607, -0.428, -0.597], [-1.703, -0.096, 0.337], [-0.456, -0.194, -0.269], [0.261, 0.878, 0.298], [1.862, 0.914, -0.536], [2.702, -0.442, 0.256], [3.685, -0.955, -0.375], [-3.559, -0.625, -0.239], [-2.550, -0.717, -1.710], [0.377, 0.771, 1.384], [-0.348, 1.781, 0.118], [2.335, -0.889, 1.333]]
}

***

b | {
  "formula": "C3H5NO2S",
  "method": "ωB97M-V/def2-TZVPD",
  "orbital_gap_ev": 9.05,
  "homo_energy_ev": -8.98,
  "elements": ["C", "C", "O", "C", "O", "N", "S", "H", "H", "H", "H", "H"],
  "positions_angstrom": [[-0.929, 1.533, -0.805], [-0.765, 0.726, 0.591], [0.682, 0.705, 0.919], [1.242, -0.087, 0.064], [2.455, -0.132, -0.205], [0.275, -0.872, -0.550], [-1.285, -0.970, 0.107], [-0.483, 0.805, -1.651], [-0.422, 2.531, -0.888], [-1.910, 1.734, -0.808], [-1.487, 0.801, 1.497], [0.551, -1.871, -0.825]]
}

***

Out of the structures above, which one is the least stable? Solution: a.